# 1
Computed, not measured: 4 unconnected molecules or ions with the total composition C24H60O16P4, with ωB97M-V with the def2-TZVPD basis set.

Positions of all 104 atoms, in Å:
1 C 0.24 1.20 -2.39
2 C -1.21 0.96 -2.98
3 O -1.24 1.39 -4.26
4 P -1.55 0.28 -5.46
5 O -2.84 -0.45 -5.43
6 O -0.14 -0.67 -5.65
7 C 1.04 -0.05 -6.06
8 C 2.25 -0.83 -5.43
9 O -1.52 1.18 -6.80
10 C -2.31 2.32 -7.13
11 C -3.65 1.78 -7.66
12 H 1.04 0.77 -2.99
13 H 0.37 2.28 -2.46
14 H 0.39 0.81 -1.38
15 H -1.62 -0.04 -2.91
16 H -1.77 1.64 -2.33
17 H 0.86 0.00 -7.13
18 H 1.03 1.02 -5.85
19 H 3.28 -0.56 -5.63
20 H 2.04 -0.51 -4.41
21 H 2.08 -1.90 -5.26
22 H -2.58 2.92 -6.27
23 H -1.87 2.95 -7.91
24 H -4.36 2.59 -7.52
25 H -3.68 1.40 -8.68
26 H -4.06 1.02 -7.00
27 C -0.79 -0.51 2.65
28 C -0.01 -1.76 2.43
29 O 0.21 -2.32 3.62
30 P 1.25 -3.48 3.87
31 O 2.71 -3.21 3.67
32 O 0.85 -3.86 5.41
33 C 1.13 -2.97 6.42
34 C 0.35 -3.25 7.77
35 O 0.68 -4.65 2.90
36 C 1.13 -5.94 3.01
37 C 0.54 -6.86 1.99
38 H -0.06 0.27 2.84
39 H -1.25 -0.23 1.71
40 H -1.50 -0.63 3.47
41 H -0.37 -2.43 1.64
42 H 0.94 -1.57 1.93
43 H 2.20 -3.06 6.61
44 H 1.05 -1.89 6.24
45 H 0.04 -4.29 7.71
46 H 0.91 -2.97 8.67
47 H -0.63 -2.78 7.66
48 H 2.21 -5.85 2.88
49 H 0.98 -6.26 4.04
50 H 1.06 -6.92 1.04
51 H 0.48 -7.92 2.23
52 H -0.49 -6.67 1.69
53 C -0.48 7.53 2.10
54 C -1.47 6.79 2.98
55 O -1.62 5.56 2.32
56 P -1.29 4.17 2.99
57 O -2.39 3.68 3.91
58 O -1.19 3.20 1.70
59 C -1.90 3.38 0.58
60 C -0.86 3.66 -0.50
61 O 0.28 4.12 3.56
62 C 0.76 2.83 4.05
63 C 2.16 2.80 3.53
64 H -0.04 8.43 2.52
65 H 0.20 6.84 1.60
66 H -1.11 7.92 1.30
67 H -1.11 6.63 3.99
68 H -2.43 7.31 2.93
69 H -2.60 2.58 0.35
70 H -2.46 4.31 0.62
71 H 0.07 4.16 -0.25
72 H -0.66 2.72 -1.02
73 H -1.48 4.27 -1.16
74 H 0.60 2.56 5.09
75 H 0.29 1.97 3.58
76 H 2.75 3.68 3.33
77 H 2.64 1.96 4.03
78 H 2.11 2.55 2.47
79 C 0.49 1.97 0.42
80 C 1.27 0.61 0.52
81 O 0.47 -0.60 0.76
82 P -0.03 -1.51 -0.47
83 O -1.27 -1.07 -1.21
84 O 1.40 -1.69 -1.32
85 C 1.38 -2.14 -2.61
86 C 2.82 -2.30 -3.13
87 O -0.24 -2.86 0.35
88 C -0.03 -4.12 -0.07
89 C -1.27 -4.73 -0.70
90 H 0.62 2.54 1.35
91 H 0.95 2.73 -0.21
92 H -0.56 1.71 0.40
93 H 1.88 0.55 -0.38
94 H 1.88 0.78 1.40
95 H 0.76 -3.02 -2.73
96 H 1.00 -1.29 -3.18
97 H 3.54 -1.54 -2.84
98 H 3.27 -3.28 -2.96
99 H 2.82 -2.34 -4.22
100 H 0.68 -4.08 -0.90
101 H 0.44 -4.81 0.64
102 H -1.09 -5.74 -1.07
103 H -2.16 -4.79 -0.07
104 H -1.62 -4.07 -1.49

Summary:
- Gap between HOMO and LUMO: 9.2 eV
- Total charge: 0
- Energy relative to the best compared isomer or geometry (same formula, charge and spin): 1257.8 kJ/mol

Atom charges from the Mulliken analysis, given in e for atoms 1 to 6:
1. C 0.319
2. C -0.284
3. O -0.376
4. P 1.114
5. O -0.806
6. O -0.359


# 2
Computed, not measured: 8 unconnected molecules or ions with the total composition C24H60O24S7, with ωB97M-V with the def2-TZVPD basis set.

Positions of all 115 atoms, in Å:
1 O -2.48 -3.20 4.97
2 S -1.52 -3.01 6.07
3 O -0.76 -4.22 6.45
4 O -0.43 -1.76 5.63
5 C -1.07 -0.62 5.06
6 C 0.03 -0.21 4.03
7 C -2.23 -2.39 7.64
8 H -1.44 0.14 5.77
9 H -1.93 -0.85 4.44
10 H 0.16 -1.09 3.41
11 H 1.02 0.07 4.39
12 H -0.34 0.56 3.36
13 H -2.35 -1.32 7.46
14 H -1.44 -2.51 8.38
15 H -3.07 -3.04 7.85
16 O -6.34 3.81 2.03
17 S -5.60 3.45 3.24
18 O -5.87 4.09 4.51
19 O -5.69 1.81 3.52
20 C -5.86 0.78 2.43
21 C -4.50 0.19 2.02
22 C -3.68 3.51 2.98
23 H -6.39 1.26 1.61
24 H -6.61 0.01 2.64
25 H -4.06 -0.45 2.78
26 H -3.84 0.96 1.61
27 H -4.72 -0.22 1.03
28 H -3.30 2.67 3.56
29 H -3.35 4.47 3.38
30 H -3.47 3.29 1.94
31 O -4.37 2.43 -2.62
32 S -5.81 2.58 -2.23
33 O -6.16 2.49 -0.81
34 O -6.19 4.02 -2.87
35 C -7.45 4.55 -2.42
36 C -7.87 5.63 -3.38
37 C -6.95 1.45 -3.27
38 H -7.58 4.74 -1.35
39 H -8.15 3.73 -2.52
40 H -7.03 6.32 -3.45
41 H -8.70 6.21 -2.97
42 H -8.20 5.25 -4.35
43 H -6.61 1.57 -4.30
44 H -7.95 1.85 -3.10
45 H -6.81 0.44 -2.89
46 O 2.50 -4.82 -1.90
47 S 1.59 -5.67 -2.66
48 O 2.03 -6.82 -3.51
49 O 0.47 -6.21 -1.61
50 C 0.04 -5.36 -0.51
51 C 1.15 -5.40 0.61
52 C 0.43 -4.79 -3.78
53 H -0.83 -5.82 -0.05
54 H -0.34 -4.41 -0.87
55 H 0.67 -5.11 1.55
56 H 2.00 -4.74 0.42
57 H 1.54 -6.39 0.83
58 H 1.08 -4.25 -4.46
59 H -0.13 -4.12 -3.13
60 H -0.24 -5.47 -4.32
61 O -0.74 -1.79 -2.35
62 S -1.23 -0.89 -1.30
63 O -2.53 -1.11 -0.70
64 O -0.10 -0.97 -0.06
65 C 1.16 -1.32 -0.38
66 C 2.03 -1.42 0.91
67 C -0.88 0.93 -1.65
68 H 1.66 -0.62 -1.06
69 H 1.15 -2.27 -0.91
70 H 1.69 -2.02 1.75
71 H 2.04 -0.40 1.29
72 H 3.08 -1.64 0.72
73 H -0.43 1.36 -0.75
74 H -1.78 1.44 -1.99
75 H -0.09 0.94 -2.39
76 O 8.07 -0.66 1.21
77 S 8.38 -1.18 -0.15
78 O 9.76 -1.23 -0.66
79 O 7.64 -2.60 -0.37
80 C 6.33 -2.74 0.10
81 C 5.88 -4.10 0.63
82 C 7.42 -0.24 -1.47
83 H 5.56 -2.31 -0.53
84 H 6.25 -2.05 0.94
85 H 5.83 -4.88 -0.13
86 H 4.99 -3.96 1.24
87 H 6.69 -4.44 1.28
88 H 7.75 -0.48 -2.48
89 H 7.63 0.81 -1.30
90 H 6.35 -0.30 -1.26
91 O 4.29 0.80 -1.52
92 S 3.51 1.67 -0.60
93 O 2.04 1.70 -0.49
94 O 4.17 1.49 0.92
95 C 5.51 1.13 1.09
96 C 5.97 1.79 2.37
97 C 3.98 3.44 -1.02
98 H 6.12 1.55 0.30
99 H 5.66 0.05 1.02
100 H 5.69 1.31 3.30
101 H 5.84 2.88 2.40
102 H 7.06 1.81 2.38
103 H 3.43 4.17 -0.43
104 H 3.94 3.58 -2.10
105 H 5.04 3.49 -0.77
106 C 0.72 3.59 -4.71
107 C 0.91 2.95 -6.08
108 O -0.19 2.16 -6.22
109 C -0.86 2.03 -5.12
110 O -1.68 1.14 -4.96
111 O -0.38 2.84 -4.18
112 H 0.28 4.55 -4.98
113 H 1.57 4.00 -4.17
114 H 1.81 2.35 -5.96
115 H 1.03 3.64 -6.92

Summary:
- Gap between HOMO and LUMO (alpha / beta): 10.0 / 3.1 eV
- Total charge: +1
- Multiplicity: 2
- Expectation value of S²: 0.754

Atom charges from the Mulliken analysis, given in e for atoms 1 to 6:
1. O -0.589
2. S 1.110
3. O -0.597
4. O -0.345
5. C -0.133
6. C -1.151


# 3
Computed, not measured: 3 unconnected molecules or ions with the total composition C24H61Br2ClN10O8P5S, with ωB97M-V with the def2-TZVPD basis set.

Positions of all 112 atoms, in Å:
1 C -7.16 -0.04 3.28
2 C -6.21 0.58 4.43
3 N -5.10 1.42 3.93
4 C -3.75 0.88 4.14
5 P -3.38 1.36 5.94
6 O -3.92 2.75 6.34
7 O -4.22 0.26 6.98
8 O -1.76 1.26 6.41
9 N -3.55 -0.62 4.18
10 C -2.78 -1.19 3.06
11 N -2.80 -2.41 2.57
12 Br -3.92 -3.65 3.44
13 C -2.01 -2.87 1.40
14 C -2.50 -2.30 -0.02
15 O -1.39 -1.88 -0.88
16 C -0.71 -3.07 -1.34
17 C 0.68 -3.49 -0.64
18 O -1.19 -3.75 -2.25
19 N -2.03 -0.04 2.55
20 P -0.28 -0.27 2.55
21 O 0.51 1.04 1.75
22 Cl 0.51 -0.14 4.54
23 C -2.67 1.24 2.96
24 C -3.27 1.78 1.55
25 C -4.44 0.90 0.92
26 C -4.46 1.09 -0.69
27 Br -6.15 2.09 -1.16
28 P -1.67 2.76 3.51
29 S -1.06 3.95 2.09
30 H -7.02 -1.18 3.18
31 H -8.25 0.08 3.66
32 H -7.10 0.50 2.28
33 H -6.90 1.27 5.05
34 H -5.93 -0.28 5.12
35 H -5.18 2.42 4.14
36 H -3.53 -0.35 7.34
37 H -1.75 1.49 7.37
38 H -2.87 -0.73 4.96
39 H -0.88 -2.72 1.48
40 H -2.16 -4.02 1.35
41 H -3.20 -1.41 0.04
42 H -3.04 -3.12 -0.62
43 H 1.50 -3.75 -1.38
44 H 0.42 -4.37 0.06
45 H 0.96 -2.62 0.05
46 H 0.63 0.71 0.84
47 H -3.68 2.84 1.67
48 H -2.39 1.75 0.80
49 H -5.43 1.35 1.29
50 H -4.47 -0.20 1.21
51 H -3.61 1.77 -1.05
52 H -4.53 0.11 -1.25
53 H -2.57 3.56 4.32
54 H -0.54 2.48 4.35
55 O 1.05 6.01 -0.60
56 P 2.28 6.85 -0.17
57 N 1.31 8.19 0.26
58 C 1.59 9.60 0.04
59 C 0.65 8.04 1.55
60 N 2.86 6.96 -1.79
61 C 2.10 7.70 -2.79
62 C 3.20 5.64 -2.35
63 N 3.71 7.78 0.37
64 C 4.63 8.48 -0.51
65 C 4.49 6.98 1.33
66 H 2.33 9.99 0.74
67 H 0.67 10.19 0.15
68 H 1.94 9.80 -0.97
69 H 1.34 8.24 2.38
70 H 0.26 7.02 1.68
71 H -0.21 8.71 1.65
72 H 1.03 7.48 -2.76
73 H 2.46 7.50 -3.80
74 H 2.23 8.78 -2.66
75 H 2.31 5.09 -2.67
76 H 3.73 5.04 -1.61
77 H 3.86 5.75 -3.21
78 H 5.23 7.79 -1.12
79 H 5.33 9.09 0.08
80 H 4.12 9.18 -1.17
81 H 5.01 6.16 0.84
82 H 3.83 6.56 2.10
83 H 5.23 7.60 1.86
84 O 1.79 -6.69 -2.02
85 P 2.33 -7.54 -3.18
86 N 3.96 -7.40 -2.67
87 C 5.14 -7.23 -3.50
88 C 4.29 -8.28 -1.55
89 N 1.91 -6.34 -4.35
90 C 2.60 -5.06 -4.37
91 C 0.46 -6.09 -4.39
92 N 2.87 -8.60 -4.52
93 C 3.04 -8.18 -5.91
94 C 2.10 -9.86 -4.51
95 H 5.45 -8.16 -3.99
96 H 5.98 -6.89 -2.90
97 H 5.01 -6.47 -4.27
98 H 4.46 -9.31 -1.89
99 H 3.49 -8.29 -0.81
100 H 5.19 -7.93 -1.03
101 H 2.71 -4.63 -3.37
102 H 2.08 -4.33 -5.00
103 H 3.59 -5.16 -4.82
104 H 0.14 -5.45 -3.56
105 H -0.10 -7.03 -4.33
106 H 0.18 -5.61 -5.33
107 H 2.08 -7.94 -6.40
108 H 3.51 -8.98 -6.49
109 H 3.70 -7.32 -6.00
110 H 1.06 -9.70 -4.83
111 H 2.08 -10.28 -3.50
112 H 2.56 -10.62 -5.15

Summary:
- Gap between HOMO and LUMO: 4.4 eV
- Total charge: +1

Atom charges from the Mulliken analysis, given in e for atoms 1 to 6:
1. C -0.944
2. C -0.256
3. N 0.066
4. C -0.626
5. P 0.839
6. O -0.717


# 4
Computed, not measured: 5 unconnected molecules or ions with the total composition C24H61BrNO22P6, with ωB97M-V with the def2-TZVPD basis set.

Positions of all 115 atoms, in Å:
1 C 3.47 -0.73 4.18
2 C 4.77 -1.50 3.45
3 P 5.99 -0.23 2.71
4 C 7.78 -0.88 2.61
5 C 8.81 0.42 2.68
6 C 5.37 0.52 1.07
7 C 5.71 -0.52 -0.15
8 C 4.89 -1.94 -0.10
9 N 3.41 -1.81 0.20
10 O 6.33 1.66 0.89
11 P 5.77 3.26 1.30
12 O 5.64 3.05 3.02
13 C 7.56 3.91 1.66
14 C 7.57 5.32 2.53
15 O 7.73 6.54 1.95
16 O 7.45 5.29 4.00
17 C 8.25 6.34 4.65
18 C 7.47 7.77 4.97
19 O 9.52 6.07 4.97
20 O 4.06 2.78 1.33
21 C 3.90 1.32 1.04
22 Br 3.06 1.42 -0.81
23 H 3.71 0.39 4.44
24 H 2.51 -0.75 3.51
25 H 3.19 -1.25 5.22
26 H 5.32 -2.07 4.34
27 H 4.39 -2.33 2.72
28 H 8.01 -1.56 3.53
29 H 8.05 -1.47 1.63
30 H 8.56 1.15 3.58
31 H 8.75 1.10 1.71
32 H 9.95 0.08 2.75
33 H 6.88 -0.78 -0.08
34 H 5.59 -0.03 -1.23
35 H 5.39 -2.75 0.61
36 H 4.96 -2.41 -1.19
37 H 2.89 -2.71 0.09
38 H 3.21 -1.40 1.14
39 H 5.25 4.60 1.40
40 H 5.84 3.50 -0.13
41 H 4.98 3.68 3.44
42 H 8.20 4.02 0.66
43 H 8.07 3.10 2.37
44 H 6.50 7.55 5.63
45 H 7.07 8.16 3.93
46 H 8.18 8.52 5.52
47 H 3.16 0.96 1.89
48 C -2.54 3.42 -2.19
49 O -1.60 2.39 -2.37
50 P -1.97 1.37 -3.72
51 O -2.10 0.17 -2.76
52 O -0.42 1.48 -4.26
53 C 0.65 1.37 -3.34
54 O -2.35 0.34 -5.06
55 C -3.74 0.14 -5.24
56 H -2.27 4.01 -1.31
57 H -2.55 4.08 -3.07
58 H -3.54 3.00 -2.04
59 H 0.40 0.74 -2.48
60 H 0.93 2.37 -2.99
61 H 1.51 0.94 -3.86
62 H -4.25 1.10 -5.30
63 H -4.14 -0.45 -4.41
64 H -3.89 -0.41 -6.17
65 C -7.18 -6.82 -4.61
66 O -7.39 -5.47 -4.99
67 P -5.91 -4.58 -5.14
68 O -6.37 -3.64 -4.02
69 O -6.39 -3.99 -6.60
70 C -7.72 -3.53 -6.76
71 O -4.43 -3.69 -5.28
72 C -3.45 -4.07 -4.34
73 H -8.15 -7.31 -4.50
74 H -6.60 -7.33 -5.38
75 H -6.65 -6.86 -3.66
76 H -8.14 -3.14 -5.83
77 H -8.34 -4.35 -7.14
78 H -7.72 -2.73 -7.51
79 H -3.29 -5.15 -4.38
80 H -3.77 -3.78 -3.33
81 H -2.52 -3.56 -4.58
82 C -1.50 -6.65 0.85
83 O -0.56 -6.27 1.83
84 P -0.85 -4.68 2.45
85 O 0.51 -4.23 1.93
86 O -0.70 -5.23 3.99
87 C 0.35 -6.13 4.31
88 O -1.14 -3.09 3.08
89 C -1.63 -2.18 2.11
90 H -1.24 -7.64 0.47
91 H -2.50 -6.68 1.29
92 H -1.49 -5.93 0.02
93 H 1.23 -5.98 3.68
94 H 0.00 -7.16 4.21
95 H 0.64 -5.97 5.35
96 H -2.52 -2.60 1.62
97 H -0.86 -1.97 1.36
98 H -1.91 -1.25 2.61
99 C -9.77 2.94 1.39
100 O -9.04 4.05 0.89
101 P -7.60 3.58 0.05
102 O -6.76 4.34 1.08
103 O -7.98 4.58 -1.20
104 C -8.46 5.89 -0.93
105 O -6.17 3.11 -0.79
106 C -5.53 1.97 -0.24
107 H -10.64 3.31 1.94
108 H -10.11 2.32 0.55
109 H -9.14 2.35 2.06
110 H -8.06 6.29 0.01
111 H -9.55 5.88 -0.89
112 H -8.15 6.55 -1.74
113 H -6.25 1.15 -0.15
114 H -5.12 2.21 0.75
115 H -4.72 1.67 -0.90

Summary:
- Gap between HOMO and LUMO: 2.6 eV
- Total charge: -1

Atom charges from the Mulliken analysis, given in e for atoms 1 to 6:
1. C -0.755
2. C -0.435
3. P -0.075
4. C -0.671
5. C -0.731
6. C 0.216


Which of these has the lowest total charge? C24H61BrNO22P6


Which formula does entry 4 have? C24H61BrNO22P6